69
Properties=species:S:1:pos:R:3:forces:R:3:lowdin_charge:R:1 method="wB97M-V/def2-TZVPD" total_energy_ha=-8907.91674 fmax_ha_per_bohr=0.0154 molar_mass_g_mol=736.24 e_homo_ha=-0.4776 gap_ha=0.20094 de_lowest_ev=0.338 total_charge=+2 multiplicity=1
Ga -1.286 -0.098 -0.311 -0.6 -0.4 -0.2 0.53
C 1.476 2.993 -0.092 -0.1 0.1 0.0 -0.33
Se -0.145 2.377 -0.974 0.4 0.2 0.0 0.81
C -1.412 3.708 -0.340 -0.3 0.0 0.1 -0.53
C -1.791 3.626 1.129 0.0 0.0 0.1 -0.54
Se -2.856 2.063 1.628 0.2 -0.1 -0.2 0.90
C -1.522 1.135 2.711 0.0 0.1 0.1 -0.44
H 1.631 4.035 -0.361 0.0 0.0 0.0 0.04
H 2.295 2.387 -0.470 0.0 0.0 0.0 0.02
H 1.398 2.869 0.984 0.0 0.0 0.0 0.02
H -2.292 3.553 -0.970 0.0 0.1 0.1 0.06
H -1.012 4.694 -0.579 0.1 0.0 0.0 0.08
H -2.382 4.512 1.367 0.0 -0.1 0.1 0.07
H -0.927 3.623 1.795 0.0 0.1 -0.1 0.07
H -1.455 1.595 3.694 0.0 0.0 -0.1 0.04
H -0.546 1.156 2.221 -0.1 0.0 0.1 -0.01
H -1.859 0.106 2.831 0.0 0.0 0.0 0.03
N -1.680 1.085 -3.831 -0.2 0.0 -0.6 0.21
C -2.981 0.926 -3.988 0.2 0.0 0.2 -0.24
C -3.564 -0.376 -3.854 -0.3 -0.2 -0.1 0.03
C -4.900 -0.531 -3.963 0.6 -0.1 -0.1 0.06
C -5.733 0.638 -4.100 -0.2 0.0 0.3 -0.39
C -5.141 1.920 -4.387 0.6 0.2 -0.2 0.06
C -3.804 2.065 -4.271 -0.4 0.1 -0.1 0.04
S -7.141 0.697 -2.992 -0.2 0.0 0.1 0.75
O -7.577 1.996 -2.635 0.0 -0.1 0.0 -0.18
O -7.347 -0.462 -2.206 0.0 0.1 0.0 -0.18
O -7.148 0.425 -4.539 -0.1 0.0 -0.2 -0.07
H -1.250 1.976 -4.042 0.0 0.0 0.2 0.13
H -1.056 0.290 -3.827 -0.1 0.0 0.2 0.13
H -2.921 -1.229 -3.682 0.0 0.0 0.0 0.13
H -5.375 -1.498 -3.893 0.0 -0.1 0.0 0.15
H -5.790 2.743 -4.647 -0.1 0.1 0.0 0.15
H -3.339 3.029 -4.421 0.0 0.1 0.0 0.14
O 0.247 -0.970 0.511 0.1 0.1 0.1 -0.53
P 1.617 -1.361 1.072 0.1 -0.1 0.2 0.87
C 2.169 -0.202 2.320 -0.1 0.0 0.0 -0.29
C 3.205 0.700 2.090 0.1 0.0 0.0 -0.08
C 3.563 1.610 3.075 0.0 0.0 0.0 -0.06
C 2.880 1.631 4.280 0.0 0.0 0.0 -0.05
C 1.839 0.739 4.512 0.0 0.0 0.0 -0.05
C 1.486 -0.177 3.538 0.0 0.0 0.1 -0.09
C 2.821 -1.399 -0.250 0.0 0.0 0.0 -0.28
C 4.128 -1.804 0.023 0.0 0.0 0.0 -0.07
C 5.063 -1.854 -0.994 0.0 0.0 -0.1 -0.04
C 4.699 -1.504 -2.289 0.0 0.0 0.1 -0.05
C 3.401 -1.107 -2.565 0.0 0.0 -0.1 -0.06
C 2.461 -1.054 -1.548 -0.1 0.1 0.1 -0.08
C 1.519 -2.977 1.830 0.0 0.1 0.0 -0.28
C 2.420 -3.346 2.827 0.0 0.0 0.0 -0.08
C 2.372 -4.621 3.365 0.0 0.0 0.0 -0.05
C 1.422 -5.525 2.914 0.0 0.0 0.0 -0.05
C 0.520 -5.161 1.926 0.0 0.0 0.0 -0.06
C 0.567 -3.889 1.380 0.0 0.0 -0.1 -0.06
H 3.746 0.683 1.153 0.0 0.0 0.0 0.11
H 4.381 2.294 2.904 0.0 0.0 0.0 0.12
H 3.165 2.335 5.048 0.0 0.0 0.0 0.12
H 1.319 0.749 5.459 0.0 0.0 0.1 0.12
H 0.694 -0.889 3.734 0.0 0.0 0.0 0.12
H 4.418 -2.089 1.025 0.0 0.0 0.1 0.11
H 6.073 -2.169 -0.781 0.1 0.0 0.0 0.12
H 5.430 -1.547 -3.082 0.0 0.0 -0.1 0.12
H 3.124 -0.844 -3.576 0.0 0.0 0.0 0.11
H 1.442 -0.747 -1.759 0.0 0.0 0.0 0.08
H 3.150 -2.639 3.199 0.0 0.1 0.0 0.11
H 3.067 -4.905 4.140 0.0 0.0 0.0 0.12
H 1.382 -6.518 3.338 0.0 0.0 0.0 0.12
H -0.221 -5.868 1.583 0.0 0.0 0.0 0.11
H -0.137 -3.603 0.610 0.0 0.0 0.0 0.11